[1]
{
  "formula": "C70H161N7O14S7",
  "method": "ωB97M-V/def2-TZVPD",
  "species": ["C", "C", "N", "C", "C", "C", "C", "H", "H", "H", "H", "H", "H", "H", "H", "H", "H", "H", "H", "H", "H", "H", "C", "C", "N", "C", "C", "C", "C", "H", "H", "H", "H", "H", "H", "H", "H", "H", "H", "H", "H", "H", "H", "H", "C", "C", "N", "C", "C", "C", "C", "H", "H", "H", "H", "H", "H", "H", "H", "H", "H", "H", "H", "H", "H", "H", "C", "C", "N", "C", "C", "C", "C", "H", "H", "H", "H", "H", "H", "H", "H", "H", "H", "H", "H", "H", "H", "H", "C", "C", "N", "C", "C", "C", "C", "H", "H", "H", "H", "H", "H", "H", "H", "H", "H", "H", "H", "H", "H", "H", "C", "C", "N", "C", "C", "C", "C", "H", "H", "H", "H", "H", "H", "H", "H", "H", "H", "H", "H", "H", "H", "H", "C", "C", "N", "C", "C", "C", "C", "H", "H", "H", "H", "H", "H", "H", "H", "H", "H", "H", "H", "H", "H", "H", "C", "C", "C", "S", "O", "O", "C", "H", "H", "H", "H", "H", "H", "H", "H", "C", "C", "C", "S", "O", "O", "C", "H", "H", "H", "H", "H", "H", "H", "H", "C", "C", "C", "S", "O", "O", "C", "H", "H", "H", "H", "H", "H", "H", "H", "C", "C", "C", "S", "O", "O", "C", "H", "H", "H", "H", "H", "H", "H", "H", "C", "C", "C", "S", "O", "O", "C", "H", "H", "H", "H", "H", "H", "H", "H", "C", "C", "C", "S", "O", "O", "C", "H", "H", "H", "H", "H", "H", "H", "H", "C", "C", "C", "S", "O", "O", "C", "H", "H", "H", "H", "H", "H", "H", "H"],
  "coordinates": [[1.4915, -6.2716, 2.8868], [1.4933, -4.7529, 3.2182], [2.8366, -4.1742, 3.1387], [3.2745, -3.2887, 4.2066], [3.9409, -4.1657, 5.2960], [3.1807, -3.5498, 1.7488], [2.5045, -2.1413, 1.5699], [2.4020, -6.7206, 3.2836], [1.5820, -6.4469, 1.8148], [0.5339, -6.7443, 3.1053], [0.7556, -4.2571, 2.5873], [1.1548, -4.6088, 4.2443], [4.0452, -2.6080, 3.8449], [2.5700, -2.5163, 4.5152], [3.2384, -4.9022, 5.6862], [4.8439, -4.6121, 4.8796], [4.3963, -3.5673, 6.0850], [2.7425, -4.2086, 0.9991], [4.2425, -3.6679, 1.5324], [3.0152, -1.2837, 2.0078], [1.4464, -2.0345, 1.8092], [2.3160, -1.9971, 0.5061], [-4.8549, -4.2112, 5.1392], [-3.3750, -4.4272, 4.9831], [-2.5278, -4.0716, 6.0866], [-2.6412, -5.1003, 7.1374], [-3.4722, -4.6267, 8.4065], [-1.2184, -3.9060, 5.6010], [-0.2580, -3.4428, 6.7072], [-5.2159, -3.1869, 5.2312], [-5.1917, -4.8960, 5.9175], [-5.2960, -4.5589, 4.2051], [-3.1427, -5.4784, 4.8127], [-3.1388, -3.9263, 4.0443], [-3.1218, -6.0418, 6.8713], [-1.6481, -5.3910, 7.4800], [-3.8072, -5.4319, 9.0604], [-3.0694, -3.8480, 9.0541], [-4.2874, -4.0462, 7.9746], [-1.2026, -3.1034, 4.8637], [-0.8297, -4.7700, 5.0620], [-0.7225, -3.2081, 7.6649], [0.2834, -2.5970, 6.2834], [0.4462, -4.2265, 6.9867], [-0.2666, -7.4942, -5.7761], [-0.6559, -6.5958, -4.6080], [-1.2805, -7.1850, -3.4203], [-0.2841, -7.5925, -2.2805], [-0.9319, -7.7941, -0.9143], [-2.3106, -8.1983, -3.6183], [-3.3394, -7.6613, -4.6342], [0.5831, -6.9693, -6.2126], [-1.1261, -7.4916, -6.4465], [0.0074, -8.4888, -5.4245], [0.1916, -6.0307, -4.2198], [-1.3130, -5.8635, -5.0769], [0.2657, -8.4532, -2.6612], [0.4498, -6.7929, -2.3815], [-1.9445, -8.1972, -0.9289], [-0.3277, -8.5026, -0.3477], [-0.8432, -6.8197, -0.4339], [-2.9602, -8.3218, -2.7518], [-1.9177, -9.1607, -3.9462], [-3.8062, -6.7579, -4.2416], [-4.1854, -8.3365, -4.7628], [-3.1378, -7.3907, -5.6706], [-4.8106, 2.0067, -1.6440], [-6.3342, 1.7291, -1.4103], [-6.4356, 1.0799, -0.1168], [-5.8295, -0.3329, -0.1132], [-6.3983, -1.2352, -1.2230], [-6.2120, 1.8317, 1.1020], [-7.3083, 2.8953, 1.2131], [-4.7819, 2.9450, -2.1980], [-4.4930, 1.1632, -2.2570], [-4.0383, 2.1386, -0.8862], [-6.9627, 2.6195, -1.4256], [-6.6315, 1.2138, -2.3237], [-6.1969, -0.8082, 0.7963], [-4.7395, -0.3369, -0.1089], [-7.2373, -0.8374, -1.7938], [-6.8184, -2.2044, -0.9543], [-5.7149, -1.5486, -2.0123], [-6.3302, 1.1353, 1.9321], [-5.1934, 2.2118, 1.1794], [-7.1228, 3.4325, 2.1432], [-7.1511, 3.6998, 0.4946], [-8.2700, 2.3991, 1.0826], [-3.4348, 8.9090, 0.6788], [-2.8576, 7.4008, 0.5478], [-1.9592, 7.3093, -0.6367], [-0.9249, 6.3125, -0.7208], [0.1262, 6.6294, 0.2634], [-2.7262, 7.3202, -1.9167], [-3.6301, 6.0670, -2.2457], [-2.6655, 9.6812, 0.6869], [-4.2114, 9.1373, 1.4088], [-3.8951, 9.1998, -0.2655], [-2.2471, 7.1457, 1.4140], [-3.6323, 6.6346, 0.5180], [-1.3896, 5.3474, -0.5190], [-0.5358, 6.2335, -1.7359], [1.0319, 6.0249, 0.2147], [0.4678, 7.6645, 0.2607], [-0.3456, 6.4687, 1.2327], [-2.0126, 7.3135, -2.7406], [-3.3605, 8.2023, -2.0043], [-3.8901, 5.8982, -3.2906], [-4.5527, 6.0168, -1.6675], [-3.0043, 5.2027, -2.0233], [5.2562, 4.3596, 5.8878], [5.5567, 3.0837, 5.1267], [4.3578, 2.3304, 4.7687], [4.0662, 1.8602, 3.3887], [5.2064, 1.0076, 2.7370], [3.8598, 1.6191, 5.9793], [3.9768, 0.1072, 5.8756], [4.6961, 4.3046, 6.8212], [4.6424, 5.0059, 5.2604], [6.0991, 5.0466, 5.9627], [6.2025, 3.3193, 4.2808], [6.2034, 2.4336, 5.7160], [3.0486, 1.4701, 3.3693], [4.0533, 2.7857, 2.8130], [5.4650, 0.2653, 3.4921], [5.0608, 0.4715, 1.7992], [6.1928, 1.4394, 2.5677], [2.8224, 1.9128, 6.1391], [4.1953, 1.9040, 6.9765], [5.0591, 0.0141, 5.7867], [3.6252, -0.3085, 4.9312], [3.6660, -0.6242, 6.6216], [1.0125, 4.6952, 5.6011], [0.5043, 3.6070, 4.6685], [-0.9190, 3.8700, 4.3004], [-1.1747, 2.7816, 3.4108], [-2.8392, 2.7087, 3.2230], [-1.2466, 5.1562, 3.6217], [-2.1661, 5.9625, 4.4924], [2.0124, 4.5913, 6.0225], [0.2245, 4.9930, 6.2929], [1.1670, 5.6142, 5.0358], [1.1667, 3.7300, 3.8116], [0.6214, 2.6281, 5.1334], [-0.5584, 2.9937, 2.5371], [-0.8049, 1.8617, 3.8637], [-3.1832, 2.6999, 4.2573], [-3.2194, 3.5898, 2.7061], [-3.0673, 1.8250, 2.6270], [-1.6215, 5.0573, 2.6030], [-0.3051, 5.6837, 3.4688], [-1.7257, 5.8843, 5.4864], [-3.2219, 5.7154, 4.6037], [-2.0716, 7.0235, 4.2610], [7.0173, 2.8085, -4.3591], [5.9279, 3.0612, -3.3043], [4.6530, 3.6975, -3.8355], [4.6830, 3.2205, -5.6497], [4.3404, 4.4204, -6.4632], [4.0212, 1.9350, -5.8043], [6.4541, 3.0557, -5.7408], [7.4529, 1.8124, -4.4383], [7.9271, 3.3921, -4.2183], [6.3490, 3.6122, -2.4634], [5.5827, 2.1445, -2.8262], [4.5977, 4.7850, -3.7866], [3.7313, 3.2612, -3.4506], [6.8735, 4.0325, -5.9819], [6.9834, 2.4561, -6.4814], [-4.3416, -6.2376, -0.8301], [-4.4790, -5.0494, -1.8016], [-3.6414, -3.9584, -1.1796], [-3.7629, -3.9523, 0.6598], [-5.0280, -3.3036, 0.9538], [-2.4858, -3.5882, 1.2806], [-4.1677, -5.7875, 0.6544], [-3.5598, -6.9104, -1.1827], [-5.1512, -6.9656, -0.7780], [-5.5162, -4.8062, -2.0318], [-4.0726, -5.2296, -2.7969], [-3.9734, -2.9525, -1.4367], [-2.6054, -3.9187, -1.5159], [-4.9487, -6.1922, 1.2981], [-3.2889, -6.2216, 1.1312], [6.2331, 5.0228, 0.6376], [5.0355, 4.2094, 0.2308], [3.9913, 5.1195, -0.4687], [3.9659, 6.5464, 0.6979], [2.9778, 6.3565, 1.7515], [3.9249, 7.8234, 0.0080], [5.7723, 6.2228, 1.3731], [6.6893, 5.2222, -0.3321], [6.8925, 4.4144, 1.2565], [4.5634, 3.7190, 1.0820], [5.2288, 3.2955, -0.3309], [2.9859, 4.8110, -0.7552], [4.4824, 5.6454, -1.2875], [5.6334, 6.0670, 2.4429], [6.3576, 7.1167, 1.1577], [0.0603, 2.8098, -8.0577], [0.1854, 1.3308, -8.0999], [0.7862, 0.9681, -6.6546], [0.0127, 2.1403, -5.4001], [1.0975, 2.7098, -4.5720], [-1.1141, 1.3570, -4.8065], [-0.5807, 3.2860, -6.6919], [-0.4766, 3.2138, -8.9160], [1.0077, 3.3451, -8.1204], [0.8686, 0.9084, -8.8368], [-0.8256, 0.9382, -8.2087], [1.8530, 1.1803, -6.5843], [0.5169, -0.0106, -6.2575], [-0.3456, 4.2641, -6.2722], [-1.6674, 3.2087, -6.7260], [4.5541, -1.3541, -3.2614], [6.0738, -1.6618, -3.1741], [6.7003, -1.0093, -1.9504], [5.4056, -0.6011, -0.6976], [5.1455, 0.8477, -0.5243], [5.3811, -1.5185, 0.4060], [4.0230, -1.2662, -1.7652], [3.9771, -2.1676, -3.7012], [4.2847, -0.5078, -3.8933], [6.4759, -1.4883, -4.1722], [6.1861, -2.7225, -2.9497], [6.9512, -0.0124, -2.3128], [7.5791, -1.4998, -1.5317], [3.1306, -0.8347, -1.3118], [3.8413, -2.2709, -1.3836], [0.1653, 1.2292, -0.2911], [-0.7878, 0.5447, 0.6969], [-0.8549, -0.9317, 0.2624], [-0.7690, -0.9799, -1.6148], [-2.0205, -0.9277, -2.3845], [0.2289, -2.0497, -1.9072], [-0.0894, 0.7555, -1.6748], [1.1344, 0.9366, 0.1131], [0.1647, 2.3192, -0.2903], [-1.8069, 0.9029, 0.5507], [-0.4123, 0.7069, 1.7072], [-1.7555, -1.4500, 0.5917], [-0.0764, -1.5565, 0.7002], [-0.8056, 1.3610, -2.2302], [0.8670, 0.7731, -2.1974], [-3.4728, -1.3674, -6.3398], [-2.8880, -1.9096, -4.9801], [-2.6213, -3.3556, -5.0761], [-1.9960, -3.7237, -6.7361], [-2.4246, -5.0291, -7.2267], [-0.6255, -3.3194, -6.7181], [-3.0456, -2.3886, -7.4339], [-3.1184, -0.3763, -6.6231], [-4.5583, -1.4108, -6.2510], [-3.4948, -1.5536, -4.1475], [-1.9871, -1.3467, -4.7356], [-3.6321, -3.7544, -5.1620], [-1.9671, -3.7684, -4.3082], [-3.9948, -2.8599, -7.6889], [-2.5670, -1.9483, -8.3086]],
  "homo_energy_ev": -7.57,
  "lumo_ev": -0.023,
  "charge": 0,
  "homo_lumo_gap_ev": 7.54,
  "energy_ev": -190129.29694
}

***

[2]
{
  "formula": "C3H2N2O",
  "method": "ωB97M-V/def2-TZVPD",
  "species": ["C", "C", "C", "N", "N", "O", "H", "H"],
  "coordinates": [[-0.8410, -0.5621, 0.5820], [0.4009, -0.6186, 0.1589], [1.4620, 0.1383, -0.3799], [-1.5880, 0.5172, 0.2244], [-1.9502, 1.3151, -0.4826], [2.2361, 0.8440, 0.2269], [-1.3986, -1.4922, 1.1781], [1.6788, -0.1416, -1.5078]],
  "de_lowest_kj_mol": 189.37,
  "homo_energy_ev": [-7.28, -10.42],
  "lumo_ev": [0.125, -2.133],
  "charge": 0,
  "s_squared": 2.053,
  "homo_lumo_gap_ev": [7.40, 8.29],
  "energy_ev": -8164.79397,
  "spin_multiplicity": 3
}

***

[3]
{
  "formula": "C6H6N4O",
  "method": "ωB97M-V/def2-TZVPD",
  "species": ["C", "N", "N", "C", "C", "C", "O", "N", "C", "N", "C", "H", "H", "H", "H", "H", "H"],
  "coordinates": [[1.9170, -1.4379, -1.9856], [0.8231, -0.5641, -1.4659], [1.2831, 0.6550, -1.6621], [0.6616, 1.4869, -0.7835], [-0.0649, 0.7459, 0.1126], [-1.0416, 1.1049, 1.2423], [-1.4364, 2.1975, 1.4500], [-1.5671, -0.0647, 1.7826], [-1.1694, -1.2361, 1.5441], [-0.2688, -1.6019, 0.4416], [0.3282, -0.5385, -0.1999], [2.0428, -2.5133, -1.5670], [1.8791, -1.5370, -2.9606], [2.9644, -0.9547, -1.6379], [0.7386, 2.4641, -1.1678], [-1.6316, -2.0216, 1.8672], [-0.1791, -2.7395, 0.6134]],
  "de_lowest_kj_mol": 392.75,
  "homo_energy_ev": -8.76,
  "lumo_ev": 0.196,
  "charge": 0,
  "homo_lumo_gap_ev": 8.96,
  "smiles": "Cn1ncc2c(=O)nc[nH]c21",
  "energy_ev": -14323.44585
}